ORCA calculation (wB97M-V/def2-TZVPD) on 11 unconnected molecules or ions with the total composition C69H156N7O12 in a non-equilibrium geometry.

```
244
Properties=species:S:1:pos:R:3:forces:R:3:mulliken_charge:R:1
H 9.923287 19.353730 15.551082 0.4180 -0.0212 0.0633 0.24
H 20.710291 15.620912 22.300888 0.2600 -0.4059 -0.5214 0.39
C 13.218051 12.885426 19.597775 -0.6859 -1.0530 1.0202 -1.33
N 18.957905 20.435080 20.257565 0.1693 0.8244 -0.0937 -0.94
H 17.868616 24.502014 18.342849 0.8516 0.3266 -0.3016 0.36
H 20.272020 9.360077 21.622763 0.1484 -0.3204 -0.1694 0.27
H 19.217809 16.174876 22.885858 -0.4780 0.0904 -0.2024 0.37
H 16.465075 17.941535 24.438836 0.0725 -0.8227 -0.5317 0.39
H 17.203602 14.785267 14.207769 -0.2396 -0.0714 0.2159 0.18
H 23.778495 16.397247 17.979096 -0.2308 -0.1565 0.4741 0.29
H 25.161715 9.714567 14.525474 0.6920 -0.1634 -0.6062 0.25
C 15.252039 17.164786 10.756619 -0.8414 0.5439 0.8918 -0.66
H 18.676141 14.099328 14.838280 -0.4246 0.2460 0.8809 -0.38
C 15.624196 19.892066 12.433728 0.1341 -0.2439 -0.2757 0.41
C 22.633676 11.000242 24.505784 -0.1819 -2.7602 0.7184 -0.85
O 20.703731 17.259155 20.191879 -0.7121 -0.4018 1.3304 -0.32
H 21.371645 17.490368 14.242295 0.3199 -0.1152 0.0468 0.33
H 14.745364 16.046041 12.645304 -0.3244 0.2627 -0.8708 0.17
C 23.375648 20.397027 18.908489 -0.1190 -1.5655 -0.1347 0.07
H 20.163099 13.700289 13.312258 -0.2429 0.6481 0.0891 0.42
C 16.519995 20.202288 20.058687 1.0662 -0.4035 0.7601 -1.63
H 13.823371 17.836122 9.306085 -0.0870 0.5869 0.6355 0.53
H 13.501081 18.073945 13.230643 0.4393 -0.2086 -0.3741 -0.76
H 9.870605 18.160785 8.482313 -0.1904 -1.0053 -0.1327 0.44
H 16.819646 19.158023 20.202287 -0.8047 -0.0936 -0.2267 0.03
C 14.203701 20.054948 11.903745 -0.1030 -1.3885 0.1965 -1.41
C 12.999671 17.783058 18.989764 1.0680 -1.5863 -0.5279 0.32
H 14.020255 16.073892 21.970397 -0.0570 -1.5482 0.3263 0.48
H 15.076174 19.067530 9.736226 -0.6924 -0.1324 0.0803 0.27
H 19.356267 24.073181 17.400906 0.3610 0.7913 -0.3831 0.23
O 24.200327 12.464621 23.570875 0.3336 -0.3956 1.3487 -0.16
C 14.484133 13.583832 19.137663 0.5288 -2.3726 -0.0045 0.64
H 21.125174 7.862995 22.179298 -0.3791 -0.4575 -0.4538 0.33
H 25.167788 15.402198 20.135699 0.0605 0.3901 -0.1284 -0.18
H 26.003395 13.267912 24.458089 -0.8346 -0.3259 -0.5084 0.30
N 13.539477 18.840451 11.239307 0.2840 0.0124 -0.7913 0.61
H 24.416419 20.663467 18.743997 -0.0195 0.4191 0.0489 0.36
H 25.511624 19.058449 18.306014 0.2738 -0.1466 -0.2735 0.48
H 19.468804 24.815396 19.096115 0.2882 0.3134 -0.2840 0.25
H 23.099654 20.499286 19.957928 0.4546 0.3900 0.1203 0.30
H 11.693831 20.089802 19.148323 0.2704 1.0353 0.3948 0.41
H 21.163772 10.778476 11.374499 -0.5286 0.5257 0.1701 0.36
H 24.641451 10.584358 24.214603 0.9229 -0.6541 0.0707 0.27
C 22.829298 10.222700 22.136118 1.1595 0.5431 -0.4429 -0.53
C 18.896494 13.498271 18.484722 0.5249 -0.9632 -1.7586 -1.85
O 15.553804 12.920315 19.186361 0.0660 0.1202 0.1674 -0.71
H 16.348610 20.602328 21.051452 -0.0751 0.2167 0.3587 0.66
H 9.933268 20.639397 14.418047 0.2414 0.2791 0.3262 0.43
H 12.580628 18.883009 17.208861 -0.3381 0.0332 -0.1373 0.14
C 11.749103 15.957276 20.254758 -0.5939 -0.1299 -0.3500 -0.17
H 19.746957 14.661227 16.842243 0.0736 -0.3150 -0.4322 -0.89
C 25.600292 18.717260 21.091647 0.3842 1.9806 -0.5406 -0.89
C 21.011655 9.372277 23.627366 -0.5447 0.5042 1.2638 -0.22
H 13.637136 15.844935 11.241243 -0.2327 -0.8011 -0.1783 0.39
H 23.605341 15.304254 20.818562 -0.4933 -0.0122 0.3901 0.49
C 23.597026 16.521649 19.054926 -0.9285 -0.8129 -0.3304 0.43
H 23.962491 17.308904 21.448898 -0.0637 -0.3490 0.2126 0.47
H 16.842546 22.655028 18.752318 -0.1553 0.0861 -0.1576 0.57
H 18.498453 13.560662 19.460541 -0.6227 0.3280 0.9496 0.29
C 24.062843 11.417086 24.544241 -1.2982 0.9987 -1.9408 -0.76
H 19.844825 12.985448 18.525409 0.6337 -0.0560 0.2945 0.51
H 16.360557 19.726483 11.623756 -0.5123 -0.2024 0.1199 0.42
H 21.923592 11.744342 24.193939 0.0232 0.3463 -0.2305 0.58
H 22.459690 13.777260 13.625529 0.5250 -0.2836 -0.7914 -0.57
H 13.251479 18.854266 21.286306 -0.1611 0.3583 -0.0166 0.69
H 23.891946 13.182684 19.794267 0.2075 0.4423 -0.3928 -0.23
H 26.169462 11.918823 23.309280 -0.0611 0.0524 0.1097 0.35
H 16.806873 13.754880 17.146587 -0.3002 -0.7219 -0.5523 0.92
C 14.405120 18.284582 10.136804 1.1180 -0.2290 -0.4689 -0.63
H 18.649347 17.403249 17.206032 0.4597 -0.3732 0.1499 0.45
H 10.275204 16.546901 21.785551 0.0204 0.1506 -0.1919 0.43
C 17.745732 20.839176 19.454575 1.0059 0.2420 -0.4598 1.28
O 16.464761 18.368542 17.035136 0.1383 0.2468 -0.5759 0.36
H 10.065252 17.657765 19.968474 0.2094 -0.1600 -0.0924 0.47
H 15.991492 20.266742 16.335629 0.3257 0.4391 -0.5154 0.37
O 21.017826 14.826293 15.320987 -0.1923 0.1379 -0.0863 -0.90
C 26.497671 18.089506 20.017476 -1.6255 -0.0102 -0.2457 -0.56
C 17.583433 14.147427 15.010223 -0.4319 -0.5992 1.2006 -1.16
C 23.237161 8.573452 23.792395 -2.4607 -1.3395 2.0523 -0.97
N 21.414041 12.061247 13.142669 0.0493 -0.0201 -1.2251 0.51
C 10.874316 15.681637 21.507188 0.7038 0.0582 -0.6115 -0.46
H 19.469793 8.307842 22.777485 0.2378 -0.3459 -0.3472 0.42
C 21.461626 10.708230 12.419915 0.6577 -0.1109 0.2870 -0.82
H 17.748662 16.407277 19.206618 -0.5981 -0.7777 -0.5941 -0.64
C 25.144965 13.886181 18.128502 0.6511 -0.9637 -0.2628 -1.30
C 22.649839 13.005153 12.840814 -0.6170 -0.0021 0.3116 0.77
H 18.728297 20.624741 21.235918 -0.0516 0.1158 -0.0663 0.27
C 22.379749 21.245851 18.122762 -1.0873 -0.9490 -0.2457 -1.26
H 24.269788 8.608159 23.793439 1.9844 0.6459 -0.3226 0.44
C 13.022218 17.807497 21.437246 -0.4969 0.3313 0.2861 -1.54
H 15.989521 15.036886 16.328130 0.8784 -0.3698 0.1197 0.72
C 17.639985 20.996897 13.417548 -1.2566 1.4712 0.4641 -0.96
H 23.101846 17.137551 14.303938 0.1887 -0.0527 0.0551 0.34
H 25.572288 19.831652 20.934555 0.1390 -0.9176 0.3393 0.28
H 10.832290 18.757549 21.078796 -0.1248 0.5564 0.2631 0.34
H 19.225402 12.232053 12.846482 0.9420 0.3184 -0.0084 0.34
C 16.990740 14.560365 16.446379 -0.1181 -0.3183 -0.6530 -0.89
C 24.203621 18.193841 20.892109 -0.2766 0.1199 -1.7566 -0.41
H 13.714482 18.549758 19.272885 0.0204 0.1835 0.2284 -0.40
C 9.937717 14.511276 21.348319 -0.6147 -1.4960 0.3614 -1.37
H 14.941376 19.541131 17.502822 -0.4280 0.0809 -0.4443 -0.29
H 16.546505 14.978279 19.012648 0.5195 -0.2263 -0.1315 0.11
H 13.601131 16.895078 18.708795 -0.4405 0.3419 -0.1981 -0.61
H 22.179670 18.639248 19.070618 0.2463 -0.1685 -0.3801 0.00
C 12.242696 19.436558 10.610124 1.5514 -0.3834 -0.7018 -1.07
C 24.870440 9.559440 13.478520 -1.1074 0.6984 0.6498 -0.80
H 17.861854 20.492170 18.415212 0.2249 -0.2173 0.3652 -0.35
H 22.806655 9.306120 21.574277 -0.4130 -0.0418 -0.7975 0.78
H 23.640030 12.522024 13.029004 -1.2832 -0.0935 -0.0083 0.53
C 23.162522 18.873658 18.634079 -0.1791 -0.5438 1.2451 -0.96
H 20.393000 9.981782 14.817058 -0.3241 0.6232 0.3412 0.56
C 14.260812 16.539063 11.764760 1.3043 -0.2371 0.0247 -0.52
H 20.950305 8.672713 24.513738 -0.1508 1.2477 -0.6668 0.42
H 22.874130 8.216032 24.768641 0.6159 0.0812 -0.0403 0.42
H 23.458577 14.018428 11.042060 -0.2124 -0.1093 0.4192 0.35
H 24.915897 13.188348 17.292308 0.0212 0.5611 0.4326 0.30
C 14.835411 17.680904 23.142693 -2.4349 -0.3162 0.6037 -0.76
C 20.149911 12.831171 12.682347 0.2263 -1.1525 -0.2666 -1.25
C 25.566916 18.074639 18.757527 -0.1026 -0.0850 2.3191 -0.37
H 20.203356 13.080020 11.610515 0.0670 -0.2352 0.6732 0.52
N 17.832958 15.438296 17.315716 -0.2003 1.0005 -0.4459 1.12
C 17.669562 22.335157 19.382710 1.1064 1.0345 -0.0610 -1.06
O 11.399348 19.092446 13.239211 -0.4364 -0.2780 -1.9825 -0.59
C 11.741349 19.500766 14.336185 -0.2788 0.1323 2.4549 0.67
C 16.217084 17.285097 23.566321 0.5820 0.3807 0.7490 -0.93
H 27.444570 18.615332 19.889801 -0.1408 -0.2090 -0.0854 0.45
H 25.826628 17.285429 18.060928 -0.3537 0.0294 -0.1562 0.12
H 16.933439 17.503538 22.786026 0.3207 0.0351 -0.2321 -0.13
C 16.104996 21.127833 13.174442 0.3520 0.4384 0.8248 -0.19
C 19.138319 14.778121 17.721696 -0.7424 0.6143 0.5445 1.34
C 24.104968 15.359697 19.865362 1.1058 -0.7442 0.3699 -0.35
H 18.771881 16.403833 15.703546 0.1368 -0.0400 0.3532 0.29
O 23.563713 10.189028 13.499715 0.2865 -0.4641 -0.1825 -0.20
C 14.282066 17.084726 21.839934 1.5000 0.4865 -1.0746 0.70
H 15.120701 17.084936 21.110650 -0.7455 0.2010 -0.1578 -0.73
H 14.685814 18.789017 23.121204 0.3384 -0.7463 0.0982 0.41
H 21.325747 20.847939 18.323948 1.3076 0.7069 -0.2946 0.08
C 13.383512 17.663395 12.216511 -1.0908 0.9102 0.7876 0.45
H 10.557422 18.236721 10.964106 -0.6661 -0.3515 0.7812 0.33
C 11.246870 18.386329 10.172660 0.7891 -0.1468 -0.2094 -0.21
C 18.939633 24.193735 18.383915 -1.8582 -1.2828 0.7967 -0.76
H 17.312526 18.096406 15.176971 -0.1689 -0.0256 -0.6560 0.16
O 22.336897 16.130447 16.617961 -1.1519 -0.4539 -1.6182 -0.38
H 11.898189 20.169292 11.316169 -0.5275 -0.0589 0.2196 0.76
H 19.192096 11.243364 14.567953 -0.6411 0.2235 -0.0907 0.29
H 11.260430 19.152157 8.142993 -0.0780 -0.0945 0.1681 0.32
C 17.056887 15.818220 18.538878 0.0124 1.2187 0.6742 0.21
H 17.795498 20.095910 14.003043 0.5500 -0.4345 -0.5109 -0.07
C 22.525385 13.579983 11.420664 0.4869 -1.5044 -0.6656 -1.51
H 22.859322 7.828664 23.126254 0.2717 -0.5572 -0.6570 0.43
H 16.322703 16.216073 23.846711 -0.2248 0.6428 -0.1127 0.36
H 14.160015 20.818875 11.164719 0.1145 0.7232 -0.6528 0.63
H 21.956819 16.141960 13.315574 0.2463 -0.0608 0.2889 0.17
H 24.369201 11.721371 25.508016 0.3705 0.4644 1.1341 0.64
H 17.556129 22.750068 20.379588 -0.4394 0.1110 0.3962 0.34
O 12.887385 19.360422 14.867590 -0.1341 0.3570 -0.0238 -0.59
C 23.962046 14.039625 19.094565 0.0966 0.3788 -0.2491 0.53
H 15.930754 22.104641 12.676451 -0.2050 -0.7114 0.0007 0.46
O 18.927961 22.844963 18.883552 -0.4465 -0.9271 0.1420 -0.30
C 21.782098 15.806978 15.519765 1.6666 0.7602 0.1721 0.05
H 26.619260 17.078136 20.384480 0.6561 -0.3980 -0.4310 0.14
H 9.338244 14.652842 20.445677 0.0173 -0.2968 -0.0291 0.35
C 22.834426 10.006050 12.306128 -0.1368 1.7910 1.1427 -0.88
H 22.440053 22.290168 18.416086 -0.0837 0.0096 0.0867 0.43
H 22.497270 16.524069 19.222189 0.7877 0.3290 -0.4293 -0.66
C 18.149498 16.680851 16.561064 -0.4289 1.5113 -0.9577 -0.31
H 9.878832 19.705994 9.098727 0.5712 -0.0052 0.2141 0.36
H 22.393891 11.777801 20.586419 0.5790 -0.4718 -0.8549 0.36
C 20.114094 11.030935 15.065175 0.7531 -0.8201 0.6568 -1.42
H 14.883700 18.981449 15.808785 -1.0640 -0.4283 -1.0963 0.04
H 19.177624 15.119618 21.454089 0.0087 -0.4062 -0.0178 0.16
C 20.449278 8.663961 22.442223 -0.5276 0.4472 0.0823 -1.18
C 16.932907 17.512366 16.000478 0.2852 -1.3663 2.1390 -1.17
H 12.620906 19.971763 9.709505 -0.0912 -0.2755 0.5641 0.59
H 22.210704 12.813431 10.632972 0.4981 0.7912 1.1438 0.30
H 23.420939 18.948186 21.000823 0.2381 -0.3332 0.5593 0.20
C 25.559692 12.808526 23.534707 1.3752 -0.1914 0.2571 -0.72
H 24.769498 8.508414 13.267825 -0.0383 -0.5575 -0.0027 0.33
H 22.372524 12.292008 22.178032 0.2639 0.8811 0.6717 0.34
H 12.288437 13.405855 19.393522 0.0536 0.4843 0.1739 0.32
H 20.533364 10.360541 23.793408 -0.3569 -1.0415 0.1661 0.32
H 19.638748 15.554560 18.304534 0.0659 -0.1524 0.1992 0.20
C 10.580580 20.137538 15.146391 0.1765 0.0976 -0.0283 -1.43
H 22.546622 21.186462 17.039933 -0.0150 -0.0048 0.2309 0.40
H 12.344597 17.724903 22.287084 -0.1262 0.1137 -0.0339 0.63
H 25.525775 9.994807 12.714081 -0.0157 0.1977 0.3737 0.31
H 14.124773 17.263380 23.905547 0.4933 0.8299 -0.1858 0.38
C 10.555002 18.848780 8.928321 -0.6855 1.3294 -0.8156 -1.50
H 9.218617 14.479650 22.192356 0.3886 0.1669 -0.4109 0.40
H 13.287415 12.603963 20.670384 -0.0547 0.5400 -0.3724 0.29
H 25.998745 18.515085 22.068586 0.0115 0.0471 0.5346 0.45
H 11.367005 17.616465 17.550756 0.4605 -0.2433 -0.2298 0.45
H 12.344874 17.351282 12.233295 -0.0046 0.2126 -0.2311 0.46
C 22.124178 11.464011 21.568366 -1.1949 -1.0468 0.9378 -1.37
H 19.944477 11.040782 16.165651 0.1798 0.2481 -0.7593 0.30
H 23.908534 10.460152 22.209757 -0.5237 -0.0757 0.0122 0.46
H 13.015126 11.911636 19.160716 0.6545 -0.1948 -0.4961 0.49
H 13.468377 20.262346 12.660238 0.1376 0.3455 0.7380 0.09
H 19.750062 21.100047 20.070688 -1.0795 -0.8682 -0.1320 0.21
C 19.721215 15.904595 21.960493 0.2912 0.7202 0.5748 -1.25
H 25.974976 13.390712 18.674997 -0.1920 0.4982 -0.3181 0.41
H 21.031141 11.390006 21.566913 0.1212 -0.1856 -0.0019 0.33
H 23.048727 14.074732 18.515444 -0.4442 -0.0402 -0.1041 -0.08
H 22.588134 8.978410 12.159086 0.1347 -0.9586 -0.5030 0.51
H 15.671340 16.542117 9.990453 -0.0566 -0.6129 -0.2931 0.54
N 12.225834 17.397804 20.210622 -0.8123 0.6129 0.6034 1.40
H 20.761537 10.063756 12.956404 0.1014 0.2156 -0.3087 0.51
H 25.706834 13.468239 22.716207 0.0577 0.8047 -0.6451 0.11
C 22.122836 16.679704 14.258043 -1.2175 -0.0814 0.5613 -1.19
H 10.393310 13.468531 21.355230 -0.2007 1.4773 -0.3174 0.25
H 15.548172 21.134438 14.132338 0.3339 0.3249 -0.3482 0.10
N 24.133942 17.847830 19.380600 0.4950 2.2515 -0.5566 1.01
H 12.585335 15.263810 20.068527 -0.1339 0.5517 0.4402 -0.54
H 23.413791 10.440225 11.489347 -0.0637 -0.2384 -0.3445 0.44
H 21.221387 12.977291 14.970937 -0.0825 0.0390 0.5976 -0.45
O 14.381272 14.725994 18.703948 -0.5804 2.4699 -0.6162 -0.55
C 11.153551 19.216214 18.879689 0.8281 -1.2371 1.1523 -1.26
H 17.211761 13.106528 14.881324 0.0792 0.7167 -0.2489 0.52
C 19.813485 17.080470 21.028106 0.5703 0.3940 -1.3474 0.60
H 15.711507 19.057637 13.164243 -0.2081 0.2639 -0.5569 -0.27
H 21.768307 14.317800 11.451147 -0.5281 0.9862 -0.3395 0.46
H 18.294345 12.783068 17.894670 -0.0222 0.4421 0.4217 0.32
H 16.073759 17.566415 11.319816 0.4697 0.3558 0.1215 0.17
H 22.165870 11.406040 15.030593 0.0669 0.7269 -0.2595 0.31
H 16.252385 16.504455 18.244964 0.3360 -0.2892 -0.0377 0.04
H 17.960450 21.820754 14.092986 -0.0279 -0.3499 -0.5975 0.39
H 11.763230 17.430451 9.972984 -0.1573 0.2858 0.1070 0.19
H 11.095771 15.850650 19.377307 0.2611 0.0886 0.0373 0.67
C 12.033679 18.360465 17.996266 -0.1948 -0.4701 -0.1896 0.07
H 22.310319 10.605285 25.483973 0.0752 0.1305 -0.3565 0.53
N 22.444714 9.755897 23.522189 0.3285 2.9879 -0.3416 -0.28
H 16.139255 16.773595 15.810859 0.0416 0.6966 -0.9456 0.32
C 10.934174 18.293967 20.116887 0.6703 0.2040 -0.7238 -0.72
H 10.254569 19.463279 18.390825 -1.1836 0.4345 -0.3328 0.56
H 18.133552 21.115529 12.433193 0.1744 -0.5874 0.7822 0.44
C 15.493282 19.345185 16.578687 1.2706 -0.3362 2.3978 -0.29
C 21.276679 11.942410 14.667987 0.2384 -1.5173 -0.4727 0.96
H 11.520603 15.505181 22.331236 0.6711 -0.1645 0.9342 0.30
H 15.618549 20.351010 19.498037 -0.3228 -0.1738 -0.5015 0.36
H 23.196566 18.467250 17.627861 -0.0686 0.5591 -0.3790 0.71
H 10.921217 20.800539 15.959331 -0.2063 -0.1963 -0.3723 0.25
O 18.776503 17.898770 21.102473 -0.0115 -0.8240 0.9447 -0.01
H 18.987524 18.764215 20.676760 0.1394 0.7098 -0.8345 0.33
H 25.536976 14.834575 17.681224 -0.5563 -0.6739 0.4563 0.16
```
Forces are in eV/Å.

For the max |F|, the calculation gives 3.5 eV Å⁻¹. The charge is +3. Its HOMO energy is -12.28 eV. The value obtained for the total energy is -4007.81656 Ha. As for the LUMO energy: -4.77 eV. For the gap between HOMO and LUMO, the calculation gives 7.512 eV.